(1)
Computed, not measured: a molecular structure, C33H77ClFeN11O11, with wB97M-V/def2-TZVPD.

Geometry (Å):
Fe 0.622 0.418 0.222
Cl -1.351 -0.712 -0.627
C 3.238 -0.676 -0.981
O 2.022 -0.983 -0.891
N 3.838 -0.146 -2.033
C 5.243 0.136 -2.057
C 3.085 0.095 -3.228
H 3.896 -0.824 -0.124
H 5.307 1.077 -2.625
H 5.845 -0.558 -2.640
H 5.685 0.204 -1.042
H 2.145 -0.406 -3.083
H 2.890 1.163 -3.390
H 3.591 -0.325 -4.048
C 0.805 4.382 5.334
O 0.878 3.198 4.942
N -0.298 5.216 5.327
C -0.271 6.585 5.770
C -1.536 4.720 4.800
H 1.646 4.914 5.774
H -0.237 7.280 4.997
H 0.698 6.729 6.337
H -1.053 6.809 6.507
H -1.302 3.823 4.143
H -2.221 4.444 5.634
H -1.989 5.447 4.178
C -3.734 -3.040 0.340
O -3.827 -2.492 1.424
N -4.532 -2.801 -0.758
C -4.391 -3.535 -1.998
C -5.425 -1.786 -0.822
H -2.943 -3.746 0.093
H -5.308 -4.010 -2.292
H -3.747 -4.415 -1.857
H -4.017 -3.009 -2.818
H -5.577 -1.303 -1.741
H -6.446 -2.167 -0.575
H -5.272 -1.124 0.065
C 3.073 0.580 2.137
O 2.714 1.127 1.064
N 3.934 1.121 2.941
C 4.474 0.339 4.054
C 4.118 2.601 2.870
H 2.781 -0.459 2.365
H 4.209 0.770 5.015
H 5.522 0.225 3.916
H 4.028 -0.656 3.976
H 3.575 3.108 3.699
H 5.177 2.864 3.051
H 3.905 2.989 1.873
C 5.219 -3.518 0.406
O 4.573 -2.777 1.155
N 6.085 -4.428 0.904
C 6.709 -5.478 0.097
C 6.470 -4.354 2.322
H 5.014 -3.486 -0.678
H 7.738 -5.096 -0.164
H 6.092 -5.661 -0.750
H 6.802 -6.405 0.625
H 7.272 -5.022 2.482
H 6.802 -3.361 2.674
H 5.592 -4.613 2.925
C -1.707 1.358 -3.850
O -1.320 2.498 -4.110
N -2.596 0.652 -4.588
C -2.924 -0.668 -4.290
C -3.128 1.226 -5.843
H -1.182 0.858 -3.025
H -3.961 -0.752 -3.917
H -2.298 -1.063 -3.471
H -2.860 -1.335 -5.144
H -2.465 0.955 -6.667
H -4.083 0.664 -5.875
H -3.235 2.304 -5.747
C -3.623 3.325 -1.307
O -3.211 4.483 -1.222
N -4.806 2.927 -1.846
C -5.033 1.529 -2.174
C -5.825 3.965 -2.198
H -2.984 2.416 -1.022
H -5.839 1.543 -2.933
H -5.252 0.893 -1.347
H -4.168 1.072 -2.676
H -6.804 3.575 -2.329
H -5.754 4.732 -1.393
H -5.553 4.489 -3.082
C -0.684 1.292 2.868
O 0.051 1.602 1.891
N -1.985 1.026 2.805
C -2.659 0.695 4.100
C -2.780 1.668 1.736
H -0.186 1.235 3.828
H -1.939 0.238 4.741
H -3.445 -0.001 3.840
H -3.110 1.620 4.631
H -1.988 2.048 1.028
H -3.489 0.872 1.316
H -3.397 2.499 2.244
C 0.374 3.017 -1.222
O 1.069 1.964 -1.154
N 0.520 3.912 -2.142
C -0.326 5.077 -2.129
C 1.298 3.607 -3.324
H -0.401 3.394 -0.512
H 0.240 5.886 -2.660
H -0.687 5.233 -1.145
H -1.179 4.865 -2.758
H 2.323 3.777 -3.201
H 0.986 2.587 -3.599
H 0.863 4.201 -4.142
C 0.087 -2.953 -3.072
O -0.271 -2.756 -4.217
N 0.258 -4.156 -2.529
C 0.319 -4.174 -1.133
C 0.003 -5.389 -3.279
H 0.208 -2.120 -2.377
H 1.233 -4.722 -0.830
H -0.566 -4.733 -0.637
H 0.462 -3.191 -0.689
H 0.299 -5.184 -4.306
H 0.741 -6.184 -2.960
H -1.004 -5.768 -3.081
C -0.315 -2.099 1.837
O 0.515 -1.177 1.805
N 0.056 -3.357 2.104
C 1.535 -3.572 2.403
C -0.902 -4.436 2.402
H -1.370 -1.877 1.642
H 2.129 -2.900 1.800
H 1.767 -4.601 2.034
H 1.726 -3.562 3.498
H -1.885 -3.958 2.336
H -0.871 -5.210 1.688
H -0.846 -4.874 3.357

* energy: -121290.21206 eV
* HOMO-LUMO gap (alpha / beta): 9.4027 / 8.6487 eV
* multiplicity: 5
* ⟨S²⟩: 6.006
* charge: +1
* HOMO (alpha / beta): -10.67 / -9.92 eV

(2)
Computed, not measured: 2 unconnected molecules or ions with the total composition C7H12O, with wB97M-V/def2-TZVPD.

Geometry (Å):
C -1.552 0.266 -3.429
C -1.179 -0.713 -2.617
C -1.026 -0.523 -1.166
C -0.703 -1.515 -0.340
C -0.483 -1.322 1.110
C 0.241 -2.112 1.929
C -1.156 -0.174 1.824
H -1.418 0.105 -4.494
H -2.037 1.206 -3.220
H -0.858 -1.695 -2.955
H -1.116 0.515 -0.828
H -0.521 -2.529 -0.648
H 0.986 -2.798 1.542
H 0.072 -1.965 2.995
H -2.196 -0.449 1.931
H -0.642 0.013 2.773
H -1.118 0.819 1.347
O 5.190 4.166 1.139
H 5.244 4.316 2.080
H 4.272 4.389 1.027

* energy: -9498.83696 eV
* SMILES: C=C/C=C/C(=C)C.O
* HOMO-LUMO gap: 8.8110 eV
* multiplicity: 1
* HOMO: -8.29 eV

(3)
Computed, not measured: 2 unconnected molecules or ions with the total composition C2H10NOS2, with wB97M-V/def2-TZVPD.

Geometry (Å):
N -2.289 0.683 1.190
C -1.027 0.911 0.340
C 0.025 -0.199 0.194
S 1.592 0.551 -0.403
S 2.694 -1.206 0.129
H -3.118 0.622 0.591
H -2.272 -0.123 1.819
H -2.441 1.495 1.785
H -1.452 1.231 -0.609
H -0.560 1.766 0.819
H -0.295 -0.927 -0.550
H 0.262 -0.580 1.190
H 3.866 -0.565 0.383
H -4.398 -0.514 -2.049
H -4.898 0.288 -0.820
O -4.150 -0.175 -1.200

* energy: -27437.29155 eV
* HOMO-LUMO gap: 8.0747 eV
* multiplicity: 1
* charge: +1
* HOMO: -11.76 eV

(4)
Computed, not measured: a molecular structure, C3H8N2O, with wB97M-V/def2-TZVPD.

Geometry (Å):
C -1.016 -1.413 0.499
C -0.516 -0.210 -1.749
C 0.483 0.522 0.306
H -1.343 -2.268 -0.246
H -2.157 -0.848 0.810
H -0.450 -1.906 1.414
H -0.309 1.054 -1.921
H 0.341 -1.135 -2.417
H -1.860 -0.469 -2.083
H 0.816 1.493 2.040
H 0.115 -0.184 2.250
N -0.122 -0.556 -0.371
N 0.617 0.466 1.680
O 0.960 1.437 -0.419

* energy: -8264.76976 eV
* HOMO-LUMO gap: 9.8015 eV
* multiplicity: 1
* HOMO: -9.16 eV

(5)
Computed, not measured: a molecular structure, C6H8CaClO10, with wB97M-V/def2-TZVPD.

Geometry (Å):
Ca 2.031 -1.627 -5.728
Cl -0.134 -1.809 -2.617
O -1.232 -2.707 -3.042
O 0.505 -1.147 -3.725
O -0.762 -0.878 -1.713
O 0.768 -2.632 -1.881
C -2.143 1.490 1.660
C -2.686 0.380 0.902
O -3.357 0.842 -0.180
C -3.532 2.222 -0.113
O -4.241 3.012 -0.811
O -2.757 2.658 0.993
H -1.087 1.679 1.467
H -2.345 1.668 2.717
H -3.478 0.009 1.552
H -1.892 -0.338 0.692
C 1.944 0.250 0.739
C 3.198 0.381 1.397
O 3.540 -0.998 1.648
C 2.880 -1.721 0.784
O 3.102 -2.909 0.509
O 2.057 -1.019 0.135
H 1.713 1.044 0.030
H 1.072 0.260 1.392
H 2.908 0.887 2.317
H 3.927 1.001 0.874

* energy: -57776.78241 eV
* HOMO-LUMO gap (alpha / beta): 6.4084 / 8.1237 eV
* multiplicity: 2
* ⟨S²⟩: 0.750
* HOMO (alpha / beta): -7.37 / -9.47 eV

(6)
Computed, not measured: a molecular structure, C37H29IN3OTeW, with wB97M-V/def2-TZVPD.

Geometry (Å):
W 7.360 11.113 13.059
C 11.410 10.685 11.114
C 10.434 10.737 12.122
N 9.278 11.418 12.001
C 9.147 12.139 10.817
C 10.082 12.094 9.701
C 11.268 11.348 9.885
C 9.691 12.759 8.486
C 8.524 13.468 8.427
C 7.656 13.538 9.530
C 8.025 12.948 10.704
N 7.274 12.951 11.899
C 6.674 14.062 12.379
C 6.791 15.381 11.854
C 6.242 16.463 12.522
C 5.619 16.360 13.774
C 5.414 15.055 14.252
C 4.675 14.782 15.415
C 4.646 13.501 15.938
C 5.404 12.506 15.294
N 6.088 12.696 14.162
C 6.007 13.914 13.633
H 12.268 10.079 11.305
H 10.571 10.218 13.063
H 12.021 11.264 9.109
H 10.316 12.722 7.638
H 8.234 13.937 7.487
H 6.695 14.070 9.514
H 7.419 15.574 10.970
H 6.355 17.473 12.110
H 5.267 17.222 14.307
H 4.159 15.584 15.936
H 4.067 13.246 16.808
H 5.573 11.540 15.759
I 9.248 12.263 15.015
C 9.139 10.261 15.827
C 10.108 9.847 16.714
C 9.988 8.696 17.534
C 8.906 7.877 17.384
C 7.862 8.290 16.519
C 6.614 7.662 16.605
C 5.512 8.208 15.979
C 5.645 9.178 14.988
C 6.928 9.716 14.704
C 7.984 9.448 15.642
H 10.984 10.464 16.818
H 10.754 8.524 18.307
H 8.713 7.017 18.032
H 6.493 6.757 17.181
H 4.461 7.953 16.275
H 4.814 9.573 14.435
C 5.202 11.010 10.938
O 5.537 10.785 12.316
H 4.538 11.912 10.959
H 4.693 10.176 10.471
H 6.032 11.291 10.282
C 7.452 8.707 9.710
Te 7.628 8.598 11.956
C 5.681 7.512 11.625
C 5.498 7.186 10.190
C 4.575 6.244 9.744
C 4.549 5.861 8.406
C 5.387 6.500 7.479
C 6.237 7.524 7.886
C 6.335 7.852 9.233
H 8.449 8.287 9.449
H 7.453 9.768 9.400
H 4.930 8.191 12.109
H 5.745 6.617 12.307
H 3.957 5.793 10.518
H 3.865 5.114 8.064
H 5.400 6.202 6.422
H 6.988 7.918 7.214

* energy: -62570.49626 eV
* HOMO-LUMO gap (alpha / beta): 5.7636 / 5.9688 eV
* multiplicity: 3
* ⟨S²⟩: 2.031
* charge: +1
* HOMO (alpha / beta): -9.22 / -9.60 eV